Record 1
The following is a DFT calculation (ωB97M-V/def2-TZVPD) of 9 unconnected molecules or ions with the total composition C18H41IN9O19.

Geometry as XYZ:
```
88
Properties=species:S:1:pos:R:3:forces:R:3:lowdin_charge:R:1
I 1.76499 -1.82387 2.17456 0.10 0.73 0.60 0.839
O -0.27200 -2.57803 -2.54179 -0.20 -0.01 0.89 -0.115
O 6.93359 0.06257 9.37970 -0.01 -0.09 -0.16 0.055
O -5.67884 1.26642 -1.78013 -0.56 0.07 0.06 0.066
O 8.50145 5.20972 5.24340 0.13 -0.03 -0.15 0.059
O -10.85506 1.85218 -6.23596 0.18 0.03 -0.11 0.056
O 4.62964 1.22284 0.77721 0.16 0.03 -0.05 0.075
O -0.88037 -4.82679 -0.75306 0.04 -0.10 0.16 0.056
O -7.42090 0.28772 -2.60816 0.17 0.02 0.19 0.021
O -5.70498 -2.42155 -5.77192 0.10 0.03 0.08 0.053
O 9.46648 4.36013 3.50620 -0.06 0.07 0.13 0.057
O 6.33794 -0.60012 7.41061 0.06 0.05 0.14 0.061
O 1.80599 1.35045 4.83820 0.15 0.12 0.19 0.060
O 0.04079 3.10759 -0.99541 -0.64 -0.48 1.54 -0.056
O 0.40014 2.40535 -3.03750 -0.37 -1.05 0.04 -0.078
O 0.18481 -4.32444 1.06264 -0.31 -0.31 -0.33 -0.022
O -3.99347 -1.79101 -4.61064 -0.14 -0.09 -0.13 0.077
O 6.39159 2.27586 1.44442 -0.14 -0.08 -0.06 0.044
O -8.71668 1.82099 -6.55105 -0.15 0.02 0.02 0.057
O 3.57480 2.40429 5.49140 -0.11 -0.12 0.10 0.034
N 6.22934 0.10996 8.38905 -0.02 0.06 0.09 -0.455
N -9.71461 1.60598 -5.89230 -0.14 -0.04 0.09 -0.451
N 5.70446 1.74300 0.58808 0.02 0.00 -0.11 -0.417
N -0.26790 -5.11205 0.26263 0.06 0.07 0.09 -0.418
N -4.57118 -2.55947 -5.34674 0.17 -0.07 0.04 -0.437
N -0.67853 0.50213 -0.08944 1.29 0.27 -0.29 -0.031
N 8.57991 4.40508 4.33544 -0.08 -0.03 0.09 -0.452
N 2.88374 1.86750 4.63992 0.08 0.06 -0.21 -0.429
N -6.30641 0.78259 -2.69262 0.32 0.08 -0.17 -0.416
C -9.51461 0.98926 -4.55287 -0.23 -0.05 0.06 0.031
C 6.22317 1.72801 -0.80529 0.23 0.13 -0.16 0.057
C 3.40377 1.84415 3.24499 0.13 0.08 0.04 0.026
C -0.05450 -6.55608 0.54925 -0.08 -0.25 -0.15 0.049
C 0.01689 2.20574 -1.85160 0.88 0.97 -1.58 -0.700
C 0.57981 0.58252 0.66830 -0.76 -0.21 1.58 -0.260
C -1.06609 -0.79359 2.21591 0.27 -0.52 1.33 -0.202
C 0.47462 -1.70184 -1.66266 1.15 0.06 -0.96 -0.242
C -1.92767 0.58861 -2.21720 -0.52 -0.16 0.11 -0.089
C -3.06331 -1.33743 -0.95236 -0.60 -0.34 0.44 -0.018
C -0.48427 0.75572 -1.51968 -1.12 -0.08 -1.41 -0.362
C 5.13934 1.12296 8.36755 -0.08 0.20 0.14 0.043
C -3.83607 -3.78030 -5.77136 0.27 -0.14 0.04 0.049
C -5.66740 0.78631 -4.03485 0.07 0.18 -0.13 0.059
C 0.34354 -0.14916 2.07748 -0.95 0.24 -1.14 -0.641
C 7.50207 3.38516 4.22375 -0.26 0.00 0.11 0.041
C 0.47398 -0.25388 -2.23834 0.62 -0.11 1.26 -0.107
C -3.00356 -0.05978 -1.31376 0.23 0.75 -0.17 -0.185
H -10.48346 0.85681 -4.08223 0.01 0.06 -0.10 0.096
H -3.76512 -3.75877 -6.85586 -0.13 -0.04 0.04 0.099
H 5.50282 2.25420 -1.42749 -0.08 -0.15 0.03 0.110
H 3.49942 0.80339 2.94523 -0.19 0.04 0.01 0.055
H -3.77949 0.62828 -0.89374 0.94 -0.69 -0.36 0.082
H 5.16338 1.67949 9.29885 0.09 -0.10 -0.02 0.093
H 1.01835 -6.72617 0.58914 -0.04 0.07 0.12 0.101
H -1.90175 -0.07902 2.07858 0.61 -0.36 -0.29 0.078
H -2.31212 1.57243 -2.56310 0.36 -0.45 0.32 0.110
H 0.17076 -1.78376 -0.60012 -0.26 0.16 -0.66 0.075
H 4.36799 2.33964 3.22617 -0.06 -0.03 0.09 0.069
H -0.51820 -3.33316 -1.98300 0.01 0.23 -0.37 0.018
H 2.68686 2.36923 2.61720 -0.06 -0.17 -0.01 0.108
H 1.50854 0.14254 -2.11949 -0.60 -0.24 -0.16 0.112
H -6.31309 1.35221 -4.70498 -0.07 -0.11 0.02 0.092
H -5.57589 -0.24503 -4.35525 -0.11 0.06 -0.01 0.059
H -8.89273 1.66198 -3.97175 0.08 -0.11 -0.07 0.086
H -4.69035 1.25285 -3.95358 -0.05 -0.06 0.12 0.099
H 7.96632 2.40620 4.31170 0.01 0.04 -0.17 0.105
H -1.14658 -1.14216 3.27776 0.06 0.21 -0.65 0.064
H 7.02948 3.51032 3.25215 0.17 -0.11 0.05 0.071
H 5.31717 1.77981 7.52003 -0.13 -0.14 -0.07 0.084
H 4.19803 0.59059 8.25931 0.06 0.03 -0.18 0.104
H 7.18733 2.22600 -0.82278 -0.06 -0.01 0.11 0.094
H -1.80878 -0.02320 -3.13884 -0.05 0.32 0.65 0.107
H -2.84944 -3.76626 -5.31813 -0.08 0.11 0.04 0.097
H -3.85865 -1.63123 -0.23867 0.50 0.04 -0.51 0.055
H -9.02325 0.03217 -4.70167 0.15 0.14 0.04 0.098
H 0.77753 1.65521 0.88625 0.51 -0.63 -0.32 0.107
H 1.53787 -2.06074 -1.70769 -0.63 0.23 0.21 0.109
H -1.22805 1.30120 0.24087 0.05 -0.25 -0.21 0.124
H -0.50935 -7.13981 -0.24472 0.00 0.11 0.00 0.092
H -2.36820 -2.12932 -1.26531 -0.25 0.59 0.00 0.046
H 6.31804 0.68815 -1.10728 -0.16 0.04 0.00 0.103
H -4.40690 -4.64061 -5.43123 -0.06 0.06 -0.11 0.099
H 1.42435 0.05288 0.19968 -0.48 0.72 -0.25 0.055
H 0.28257 -0.27693 -3.32796 0.03 0.07 0.73 0.119
H 6.78576 3.54564 5.02360 0.09 0.07 -0.01 0.090
H -1.19171 -1.71324 1.60795 -0.03 0.90 0.01 0.046
H -0.52285 -6.77213 1.50602 0.12 0.07 0.02 0.100
H 0.49495 0.55896 2.91038 0.38 -0.70 -0.27 0.049
```
Forces are in eV/Å.

Results
Energy relative to the best compared isomer or geometry (same formula, charge and spin): 8.1 kcal/mol
Frontier orbital gap: 5.891 eV
E: -2929.7611 hartree
Total charge: -1
F_max: 2.1 eV Å⁻¹
LUMO energy: 1.50 eV

Record 2
The following is a DFT calculation (ωB97M-V/def2-TZVPD) of a molecular structure, C18H41IrN2OP3S.

Geometry as XYZ:
```
67
Properties=species:S:1:pos:R:3:forces:R:3:lowdin_spin:R:1
Ir 0.03709 -0.09098 -0.44309 -1.36 -0.83 0.67 1.409
S -1.62473 -1.07663 -1.78619 -0.33 -1.43 -1.60 0.793
P 2.02334 0.91454 1.32846 2.28 -0.10 1.23 0.245
P 0.62051 1.25668 -2.14054 1.07 1.43 -1.11 0.093
P -1.59005 1.23775 0.59778 -1.36 0.79 0.41 0.116
O -1.77322 -1.16203 4.26511 0.21 0.20 -0.20 0.001
N -0.51935 -2.56087 5.56385 -0.26 0.74 -0.25 0.000
N -0.30421 -0.26600 5.79490 -0.45 -0.10 -0.53 0.000
C 0.44535 -2.12809 0.46005 -1.11 -0.39 0.98 0.122
C 1.44423 2.86124 -1.86126 -0.21 -0.03 -0.13 0.007
C -0.74834 1.66624 -3.27662 -0.25 0.13 -0.04 0.019
C 1.67242 2.67525 1.60354 -0.53 0.32 -0.29 0.038
C -0.95744 -1.32186 5.16683 0.74 -0.25 0.68 0.000
C 0.37914 -3.76267 -4.03296 0.54 0.51 1.29 0.039
C -1.87216 -2.12831 -4.25578 -0.36 -0.42 -0.64 0.116
C 1.85129 0.35388 -3.13901 0.05 -0.08 -0.16 0.056
C -1.69593 2.94309 -0.06075 -0.04 -0.13 0.17 0.015
C -1.07019 -2.06318 -3.08538 -0.36 0.48 0.03 0.224
C 3.81615 0.88479 1.02378 0.02 0.04 0.05 0.037
C -1.56977 -3.02677 -5.26637 -0.50 0.53 0.15 0.014
C -1.56610 1.38887 2.40522 0.09 0.04 0.41 0.028
C -0.85111 -1.79966 0.94148 1.37 -0.82 0.24 0.064
C 0.08925 -2.85425 -3.01168 0.84 -1.06 -0.46 0.095
C -0.44968 -3.86510 -5.15069 -0.38 -0.12 -0.34 0.205
C 1.79164 0.00486 2.87523 -0.38 -0.14 0.17 0.026
C -3.29424 0.58580 0.34491 0.20 -0.03 -0.11 0.033
H 0.19616 -0.45154 6.65460 -0.20 0.16 -0.10 0.000
H -1.73018 -2.27280 0.47601 0.50 0.47 0.10 0.008
H 4.31513 1.37690 1.87267 0.03 -0.18 -0.32 0.009
H 2.15370 -1.02708 2.77391 0.03 0.33 0.01 0.000
H -1.12826 -3.31727 5.31363 -0.05 -0.27 -0.03 0.000
H 1.90519 -0.68005 -2.77653 0.17 0.23 -0.34 0.013
H -0.78610 2.75559 -3.41206 -0.07 -0.29 -0.04 0.000
H -2.39567 2.04752 2.71731 0.26 -0.19 -0.24 0.005
H 0.54186 -2.80722 -0.38915 -0.06 0.22 0.44 0.019
H -0.23636 -4.60338 -5.92793 -0.05 0.27 0.25 0.008
H 4.15367 -0.15777 0.93364 -0.03 0.31 0.09 0.000
H 1.75435 0.01162 0.02241 -0.42 0.55 0.30 0.075
H 2.44063 2.71750 -1.42671 -0.22 0.06 -0.09 0.000
H 0.75376 -2.75666 -2.15442 -0.18 -0.17 -0.42 0.005
H 1.55010 3.34419 -2.84067 0.11 -0.01 0.21 0.001
H -1.71740 0.41014 2.89673 0.02 0.28 -0.17 0.000
H 4.05267 1.41463 0.08824 -0.02 -0.11 0.34 0.001
H 2.37201 0.50851 3.66579 -0.13 -0.11 -0.29 0.008
H 2.36832 3.03374 2.37978 -0.10 -0.30 -0.19 0.010
H -2.60372 3.41871 0.32917 0.15 -0.06 -0.05 0.004
H -3.36778 -0.43629 0.73516 0.01 0.23 -0.04 0.001
H -0.83316 3.53918 0.24900 -0.14 -0.07 -0.03 0.000
H -2.73584 -1.47272 -4.31472 -0.01 -0.21 -0.13 0.005
H 0.74040 -0.03292 3.19554 0.28 0.04 -0.11 0.000
H 2.83528 0.83989 -3.05062 -0.30 -0.26 -0.02 0.002
H -1.01167 -1.48790 1.98362 0.19 0.02 -0.40 0.003
H -1.75238 2.93333 -1.15378 -0.03 -0.01 0.21 0.000
H 1.30329 -2.11602 1.13807 -0.36 0.10 -0.25 0.008
H 0.82559 3.49798 -1.22191 0.19 -0.02 -0.18 0.000
H -0.80487 0.61497 5.74917 0.16 -0.27 0.20 0.000
H 1.25815 -4.40777 -3.94812 -0.29 0.30 -0.04 0.000
H -0.05410 -2.63241 6.45173 0.00 -0.21 0.09 0.000
H -2.22315 -3.10124 -6.13801 0.26 0.08 0.25 -0.002
H 1.53567 0.37383 -4.19067 0.25 -0.12 0.22 0.006
H 0.64941 2.85518 1.95174 0.39 -0.03 -0.14 0.000
H -0.53276 1.20047 -4.24471 -0.14 0.13 0.13 0.001
H -3.57448 0.58811 -0.71498 0.06 0.06 0.23 0.003
H -3.99255 1.22572 0.90058 0.20 -0.11 -0.12 0.005
H -0.63325 1.82127 2.78600 -0.35 -0.16 -0.08 0.000
H -1.71928 1.29923 -2.91560 0.34 0.27 -0.18 0.007
H 1.84376 3.26622 0.69524 0.04 -0.23 0.29 0.000
```
Forces are in eV/Å.

Results
Energy relative to the best compared isomer or geometry (same formula, charge and spin): 0.0 kcal/mol
Frontier orbital gap (alpha / beta): 7.254 / 4.205 eV
E: -2420.7439 hartree
Total charge: +3
F_max: 2.6 eV Å⁻¹
Expectation value of S²: 6.033
Spin multiplicity: 5
LUMO energy (alpha / beta): -8.17 / -13.00 eV

Record 3
The following is a DFT calculation (ωB97M-V/def2-TZVPD) of a molecular structure, C18H41MnN2P3S2.

Geometry as XYZ:
```
67
Properties=species:S:1:pos:R:3:forces:R:3:lowdin_spin:R:1
Mn 1.63125 -0.00157 -0.35850 -0.40 -0.51 -0.06 2.949
S 2.38706 1.48111 1.06237 0.75 1.61 1.71 0.115
S -2.99915 1.78306 -0.97450 1.09 0.62 -1.12 0.272
P 3.53444 -1.00573 -0.99123 2.24 -1.83 0.05 -0.032
P 0.66991 -1.77734 0.60404 -0.26 -1.69 0.40 0.001
P -4.49295 1.08511 1.36681 -0.17 -0.53 0.99 0.354
N 1.83153 0.26117 3.42658 0.43 0.99 -0.22 0.010
N 0.59516 2.14657 2.92563 0.30 -0.34 -0.23 0.009
C -5.20099 -0.55755 1.29280 -0.25 -0.36 0.07 0.052
C -0.16086 2.81388 -3.60616 -0.19 1.20 -0.11 0.003
C 0.86452 0.84028 -1.87765 -2.37 -0.10 -1.00 -0.007
C -0.23746 1.21826 -0.94839 -0.18 0.29 -1.66 0.033
C -3.62116 1.41423 2.90423 0.13 0.11 0.54 0.055
C -0.26520 -2.96740 -0.41830 -0.17 -0.18 -0.07 0.007
C 4.68029 -1.41046 0.38689 0.01 0.12 0.24 0.004
C -0.54842 -1.18750 1.82410 -0.40 0.07 0.28 -0.005
C -1.73790 -0.23837 -2.20305 -0.23 -0.23 -0.06 0.033
C 1.55689 1.28754 2.58220 -0.24 -0.60 0.34 0.032
C 4.59601 0.01846 -2.06957 -0.46 0.57 -0.17 -0.004
C -5.65452 2.36754 0.91256 0.04 0.35 -0.12 0.030
C 1.77043 -2.89412 1.55519 -0.17 -0.03 0.26 0.005
C -0.64064 -0.85831 -2.80054 -0.21 -0.59 0.05 -0.005
C -1.56209 0.84514 -1.34008 1.24 -0.66 0.00 -0.024
C 0.37351 3.52599 -2.60387 -0.60 0.61 -1.21 -0.002
C 0.65227 -0.35747 -2.66046 0.25 1.88 0.08 0.026
C 3.39873 -2.58887 -1.90862 -0.29 -0.05 -0.11 -0.007
H 3.18837 -3.42411 -1.22990 0.12 0.22 -0.09 0.000
H -1.22243 -2.53645 -0.74128 0.31 -0.08 0.12 0.001
H -0.27914 4.20169 -2.03498 0.39 -0.26 -0.15 0.000
H 0.30310 -3.24311 -1.31845 -0.12 0.07 0.31 -0.001
H -3.17106 0.48797 3.29689 -0.23 0.28 -0.23 -0.001
H 2.34998 -3.53206 0.87021 -0.25 0.21 0.24 0.000
H 2.66397 -0.29958 3.24923 -0.33 0.39 0.04 0.000
H 4.48765 -2.41313 0.78654 0.05 0.23 -0.18 0.000
H 0.34838 2.89068 2.28183 0.20 -0.10 0.29 0.001
H 4.56213 -0.68449 1.20164 0.10 -0.12 -0.24 0.000
H 5.71924 -1.35699 0.02663 -0.38 -0.11 0.12 -0.001
H -2.81587 2.14662 2.72061 -0.43 -0.18 0.05 0.004
H -6.28633 -0.49224 1.44943 0.21 -0.10 -0.07 0.011
H -5.00334 -0.98882 0.29994 -0.17 0.09 0.28 0.007
H 0.12266 2.09593 3.82457 0.23 0.13 -0.23 0.001
H -1.25672 -2.00078 2.03940 0.20 0.19 0.08 -0.001
H -1.22561 2.96739 -3.85971 0.61 -0.33 0.23 0.001
H -5.38126 3.31786 1.39005 -0.03 -0.25 -0.11 0.000
H -6.66407 2.07577 1.23204 0.21 0.02 -0.06 0.008
H 1.45211 -0.68181 -3.33652 -0.41 0.03 0.26 0.003
H 0.40761 2.18903 -4.30337 -0.11 0.24 0.35 0.000
H -4.31324 1.81661 3.66238 0.23 -0.09 -0.20 0.015
H -2.76670 -0.57121 -2.39501 0.59 0.10 -0.22 0.001
H -5.65186 2.50894 -0.17616 -0.10 -0.06 0.18 0.003
H 1.58434 0.36621 4.41018 0.04 -0.17 -0.26 0.001
H -4.76932 -1.20563 2.06977 -0.08 0.23 -0.27 0.000
H 2.57292 -2.54180 -2.62846 0.23 0.00 0.06 0.000
H 2.47329 -2.33498 2.19229 -0.27 -0.21 -0.27 0.000
H -1.10261 -0.33036 1.40808 0.21 -0.30 0.11 0.000
H 4.32472 -2.80391 -2.46094 -0.19 0.12 0.24 -0.002
H -0.16114 2.16868 -0.41127 0.17 -0.40 -0.18 0.002
H -3.22022 1.05833 0.23235 -0.67 -0.05 0.76 0.045
H -0.03906 -0.87285 2.74861 -0.34 -0.27 -0.43 0.000
H 5.64614 -0.28011 -1.95170 -0.35 -0.02 -0.05 -0.002
H 4.49763 1.07554 -1.79210 0.16 -0.16 -0.07 0.000
H 1.45036 3.61252 -2.42183 -0.37 -0.20 0.06 0.000
H -0.46881 -3.87845 0.16350 0.06 0.24 -0.14 0.000
H 4.29773 -0.08315 -3.12168 0.07 0.00 0.25 0.000
H -0.80563 -1.72920 -3.44028 0.02 0.32 0.13 -0.001
H 1.58208 1.59757 -2.21170 0.25 -0.44 0.56 0.001
H 1.14936 -3.53575 2.19665 0.26 0.05 -0.15 0.001
```
Forces are in eV/Å.

Results
Energy relative to the best compared isomer or geometry (same formula, charge and spin): 0.0 kcal/mol
Frontier orbital gap (alpha / beta): 6.102 / 5.673 eV
E: -3790.3240 hartree
Total charge: +3
F_max: 2.9 eV Å⁻¹
Expectation value of S²: 6.321
Spin multiplicity: 5
LUMO energy (alpha / beta): -10.27 / -10.66 eV

Q: Look up the total charge of the third one.
A: +3

Q: Look up the total charge of the third one.
A: +3